A cluster of 2 separate species, C3H11N2O in total at a distorted geometry, computed with wB97M-V/def2-TZVPD.

Results
* strongest force on any atom: 3.50 eV Å⁻¹
* net charge: +1
* energy above the lowest of the compared OMol25 structures with the same formula, charge and spin: 3.180 eV
* HOMO level: -12.0 eV
* HOMO-LUMO gap: 8.69 eV

```
17
C3H11N2O (wB97M-V/def2-TZVPD)
C 0.3040 -1.6926 0.8730
C 0.1005 -0.4298 0.1227
C 0.2824 -0.0362 -1.1378
N 1.2256 -0.7833 -1.7434
N 0.1651 0.7522 1.0221
H 1.2885 -2.1416 0.5406
H 0.4457 -1.5161 1.9955
H -0.5087 -2.4072 0.6816
H -0.2148 0.8569 -1.5488
H 1.8101 -1.0944 -1.0129
H 1.5497 -0.7790 -2.7261
H 0.1466 0.4339 1.9818
H 1.1260 1.2929 0.7870
H -0.7149 1.3193 0.7507
H -3.0609 1.7344 -0.1344
H -1.8696 2.6150 -0.4918
O -2.0755 1.8758 0.0403
```



The molecule C8H12 at a distorted geometry, computed with wB97M-V/def2-TZVPD.

Results
* strongest force on any atom: 6.20 eV Å⁻¹
* structure (SMILES): C[C@@H]1[C@H]2C[C@H]3C[C@H]3[C@H]12
* energy above the lowest of the compared OMol25 structures with the same formula, charge and spin: 5.533 eV
* HOMO level: -8.1 eV
* HOMO-LUMO gap: 9.15 eV

```
20
C8H12 (wB97M-V/def2-TZVPD)
C 1.8963 1.0224 1.7167
C 0.4806 0.5076 1.5833
C 0.2052 -0.6431 0.7797
C -0.6841 -1.5645 0.0187
C -0.5336 -0.9351 -1.3936
C -1.4942 0.1535 -1.7768
C -0.2103 0.5145 -1.3457
C -0.1943 0.7757 0.2040
H 2.7017 0.1317 2.2176
H 1.7176 1.9876 2.3915
H 2.0825 1.1805 0.4989
H -0.2755 0.7755 2.3715
H 1.1248 -0.7300 0.2989
H -1.7437 -1.4095 0.2390
H -0.3645 -2.6960 0.0555
H 0.0032 -1.5680 -2.2021
H -1.6781 0.3867 -2.8697
H -2.4172 0.1584 -1.2175
H 0.6077 1.0178 -1.9323
H -1.2243 0.9345 0.3625
```



A structure of composition C27H34MnN6O2S at a distorted geometry, computed with wB97M-V/def2-TZVPD.

Results
* strongest force on any atom: 2.76 eV Å⁻¹
* net charge: +2
* multiplicity: 2
* energy above the lowest of the compared OMol25 structures with the same formula, charge and spin: 0.442 eV
* HOMO level (alpha / beta): -12.8 / -12.7 eV
* HOMO-LUMO gap (alpha / beta): 6.77 / 6.74 eV

```
71
C27H34MnN6O2S (wB97M-V/def2-TZVPD)
Mn -0.7098 0.6584 -1.0318
C 5.2321 4.5662 -1.4708
C 4.1609 3.5199 -1.3373
C 4.4588 2.1774 -1.2699
C 3.4744 1.1914 -1.0490
C 3.9199 -0.1495 -0.9494
N 3.4779 -1.0643 -0.1279
C 2.7525 -0.8078 1.1191
C 1.2878 -1.2390 1.1706
C 0.9654 -2.7298 1.0742
N 1.2954 -3.4043 -0.1840
C 0.4307 -3.8996 -1.0294
C -0.9385 -3.5563 -1.1480
C -1.8419 -4.6027 -1.4276
C -3.2005 -4.4004 -1.5315
C -4.1611 -5.5412 -1.7231
C -3.6592 -3.0837 -1.4684
C -2.8027 -1.9988 -1.2996
C -3.3410 -0.6714 -1.4324
N -2.7100 0.4457 -1.4184
C -3.5562 1.6081 -1.7300
C -3.1045 2.8818 -1.0418
C -1.8517 3.4690 -1.6636
N -0.6386 2.6879 -1.3755
C 0.4325 3.3919 -1.3314
C 1.7905 2.9392 -1.1891
C 2.8125 3.8780 -1.2946
C 2.0896 1.5580 -1.0279
O 1.1566 0.6848 -0.9707
C -1.4104 -2.2047 -1.0960
O -0.6119 -1.2140 -0.9738
H 6.2251 4.1224 -1.4598
H 5.1703 5.2863 -0.6539
H 5.1144 5.1239 -2.4010
H 5.4956 1.8627 -1.3299
H 4.7488 -0.4552 -1.5831
H 3.9380 -1.9591 -0.1981
H 2.7816 0.2683 1.2868
H 3.3182 -1.2908 1.9203
H 0.7502 -0.7191 0.3938
H 0.8985 -0.8976 2.1322
H -0.1082 -2.8430 1.2193
H 1.4737 -3.2784 1.8718
H 2.2243 -3.7918 -0.2479
H 0.8134 -4.6847 -1.6767
H -1.4521 -5.6120 -1.5101
H -3.6477 -6.5000 -1.7207
H -4.6983 -5.4404 -2.6671
H -4.9062 -5.5497 -0.9267
H -4.7199 -2.8914 -1.5946
H -4.4160 -0.6426 -1.6220
H -4.5900 1.3954 -1.4489
H -3.5310 1.7592 -2.8136
H -2.9479 2.7031 0.0224
H -3.9021 3.6192 -1.1395
H -1.7214 4.4946 -1.3112
H -1.9758 3.5089 -2.7504
H 0.3324 4.4703 -1.4708
H 2.5474 4.9261 -1.3901
S -1.1606 1.5064 1.5975
C -0.8375 0.9704 3.1619
N -1.1456 -0.2202 3.6997
C -0.9131 -0.2523 5.1497
C -0.2240 1.1027 5.4129
N -0.2501 1.7258 4.0903
H -1.8032 -0.8366 3.2571
H -0.2777 -1.0944 5.4180
H -1.8531 -0.3430 5.6926
H 0.8007 0.9810 5.7623
H -0.7652 1.7068 6.1394
H 0.0149 2.6785 3.9174
```



no.,M (g mol⁻¹)
1,91.1
2,108.2
3,561.6